Model A:
Below is 2 unconnected molecules or ions with the total composition C4H10NO2, with properties calculated with ωB97M-V/def2-TZVPD.

Results
Orbital gap = 0.2608 Eh
Spin multiplicity = 1
HOMO level = -2.99 eV
Charge = -1
E_LUMO = 4.1 eV

Element x y z (Å)
C  0.572  1.706  0.887
N  0.988  0.847  2.030
C  0.382  -0.469  2.041
O  0.611  -1.312  0.899
H  0.941  1.327  -0.080
H  0.960  2.720  1.078
H  -0.513  1.748  0.832
H  2.022  0.801  2.136
H  -0.713  -0.312  2.137
H  0.760  -1.049  2.906
C  -1.379  -0.809  -3.144
C  -0.812  -0.953  -1.889
O  -0.982  -0.248  -0.790
H  -0.966  -1.402  -3.930
H  -1.936  0.062  -3.437
H  -0.043  -1.773  -1.812
H  0.107  -0.883  0.137

Model B:
Below is a gas-phase ion, C4H10NO2 (charge -1), with properties calculated with ωB97M-V/def2-TZVPD.

Results
Orbital gap = 0.2341 Eh
Spin multiplicity = 1
SMILES = N[C@@H](CO)CC[O-]
HOMO level = -2.50 eV
Charge = -1
E_LUMO = 3.9 eV

Element x y z (Å)
C  1.594  -0.933  -0.224
O  1.715  -1.670  -1.457
C  0.164  -0.388  -0.186
C  -0.106  0.667  0.915
C  -1.648  0.707  1.162
O  -2.230  1.579  0.242
N  -0.262  0.162  -1.473
H  2.355  -0.141  -0.203
H  1.770  -1.688  0.538
H  1.017  -1.331  -2.035
H  -0.466  -1.246  0.067
H  0.435  1.593  0.707
H  0.455  0.401  1.847
H  -1.801  1.086  2.205
H  -2.089  -0.283  0.947
H  -1.212  0.533  -1.308
H  0.310  0.953  -1.743

The relative energies come out as model A 0.000; model B 0.594, with values in eV.

Model A:
Below is 2 unconnected molecules or ions with the total composition C4H10NO2, with properties calculated with ωB97M-V/def2-TZVPD.

Results
Orbital gap = 0.2989 Eh
Spin multiplicity = 1
HOMO level = -4.13 eV
Charge = -1
E_LUMO = 4.0 eV

Element x y z (Å)
C  0.893  2.109  0.359
N  0.726  0.680  0.484
C  -0.599  0.309  1.140
C  0.949  -0.060  -0.760
H  0.744  2.639  1.351
H  0.132  2.485  -0.335
H  1.886  2.352  -0.069
H  -0.573  -0.827  1.227
H  -0.639  0.727  2.108
H  -1.436  0.627  0.551
H  0.779  -1.081  -0.512
H  1.954  0.062  -1.122
H  0.255  0.233  -1.551
O  -0.334  -2.767  0.126
C  -1.269  -2.557  -0.704
O  -1.807  -1.459  -1.044
H  -1.662  -3.472  -1.250

Model B:
Below is 2 unconnected molecules or ions with the total composition C4H10NO2, with properties calculated with ωB97M-V/def2-TZVPD.

Results
Orbital gap = 0.3057 Eh
Spin multiplicity = 1
HOMO level = -4.03 eV
Charge = -1
E_LUMO = 4.3 eV

Element x y z (Å)
N  -0.278  -0.223  3.487
C  -0.327  -0.202  2.062
O  0.004  0.898  1.548
O  -0.658  -1.263  1.488
H  -0.242  0.705  3.873
H  -0.784  -0.929  3.992
C  -0.386  -0.998  -1.881
C  -0.276  0.455  -1.438
C  1.161  0.883  -1.184
H  0.191  -1.205  -2.787
H  -1.435  -1.277  -2.000
H  0.011  -1.622  -1.076
H  -0.850  0.629  -0.534
H  -0.700  1.106  -2.220
H  1.215  1.937  -0.900
H  1.565  0.311  -0.351
H  1.790  0.795  -2.079

The relative energies come out as model A 1.494; model B 0.000, with values in eV.

Model A:
Below is a molecular structure, C4H6KLiO2, with properties calculated with ωB97M-V/def2-TZVPD.

Results
Orbital gap (alpha / beta) = 0.2212 / 0.1293 Eh
Spin multiplicity = 1
HOMO level (alpha / beta) = -6.51 / -4.05 eV
Charge = 0
E_LUMO (alpha / beta) = -0.5 / -0.5 eV

Element x y z (Å)
O  1.453  1.892  4.081
C  0.168  1.992  4.103
C  -0.404  2.423  2.801
Li  1.641  1.168  -0.580
K  -0.222  -1.905  -0.417
H  0.284  3.081  2.232
H  -1.378  2.923  2.896
C  0.537  0.075  1.804
C  -0.625  1.020  1.842
O  1.746  0.752  1.311
H  0.765  -0.273  2.825
H  -1.550  0.553  2.232
H  -0.851  1.406  0.836
H  1.947  1.513  1.869

Model B:
Below is a molecular structure, C4H6KLiO2, with properties calculated with ωB97M-V/def2-TZVPD.

Results
Orbital gap (alpha / beta) = 0.0929 / 0.0876 Eh
Spin multiplicity = 1
HOMO level (alpha / beta) = -4.13 / -4.06 eV
Charge = 0
E_LUMO (alpha / beta) = -1.6 / -1.7 eV

Element x y z (Å)
O  -4.945  -1.116  -0.182
C  -4.354  -1.739  0.839
C  -3.173  -2.446  0.586
Li  0.161  0.228  -1.953
K  1.574  1.922  0.930
H  -2.892  -2.687  -0.460
H  -2.838  -3.199  1.307
C  -1.409  0.589  0.335
C  -1.027  -0.627  0.829
O  -1.516  0.840  -1.021
H  -1.994  1.293  0.929
H  -1.022  -0.762  1.915
H  -0.433  -1.329  0.237
H  -2.305  0.419  -1.385

The relative energies come out as model A 0.000; model B 2.453, with values in eV.

Model A:
Below is a molecular structure, C3H4O2Sr, with properties calculated with ωB97M-V/def2-TZVPD.

Results
Orbital gap (alpha / beta) = 0.2481 / 0.2295 Eh
Spin multiplicity = 2
HOMO level (alpha / beta) = -11.64 / -11.61 eV
Charge = +1
E_LUMO (alpha / beta) = -4.9 / -5.4 eV

Element x y z (Å)
H  -0.411  -1.910  0.384
O  -0.825  0.960  0.245
O  0.235  0.580  -1.721
C  -0.140  -0.076  0.869
C  0.000  0.158  2.304
C  -0.528  1.182  -1.032
H  -0.239  -0.783  2.824
H  1.070  0.328  2.529
H  -0.526  1.054  2.658
Sr  1.264  -1.362  -0.854

Model B:
Below is a molecular structure, C3H4O2Sr, with properties calculated with ωB97M-V/def2-TZVPD.

Results
Orbital gap (alpha / beta) = 0.2058 / 0.3394 Eh
Spin multiplicity = 2
HOMO level (alpha / beta) = -9.52 / -13.18 eV
Charge = +1
E_LUMO (alpha / beta) = -3.9 / -3.9 eV

Element x y z (Å)
C  0.324  -0.586  0.268
C  1.439  0.158  0.425
H  2.427  -0.254  0.215
H  1.363  1.160  0.845
C  -0.883  0.253  0.058
O  -1.103  0.872  -0.983
Sr  -2.866  2.390  -2.125
H  -1.582  0.306  0.910
O  0.322  -1.851  -0.168
H  0.560  -2.447  0.555

The relative energies come out as model A 3.107; model B 0.000, with values in eV.

Model A:
Below is 2 unconnected molecules or ions with the total composition C3H10S2, with properties calculated with ωB97M-V/def2-TZVPD.

Results
Orbital gap = 0.3373 Eh
Spin multiplicity = 1
SMILES = CSC.CS
HOMO level = -8.33 eV
Charge = 0
E_LUMO = 0.8 eV

Element x y z (Å)
C  2.690  0.952  -1.189
S  2.461  -0.645  -0.367
H  3.634  1.038  -1.716
H  1.859  1.135  -1.871
H  2.567  1.772  -0.479
H  2.184  -0.150  0.818
C  -2.459  -0.490  -0.664
S  -1.594  -1.586  0.476
C  -0.977  -0.407  1.707
H  -2.893  -1.181  -1.390
H  -1.622  0.018  -1.129
H  -3.219  0.158  -0.252
H  -0.520  0.547  1.438
H  -1.826  -0.134  2.339
H  -0.286  -1.025  2.279

Model B:
Below is 2 unconnected molecules or ions with the total composition C3H10S2, with properties calculated with ωB97M-V/def2-TZVPD.

Results
Orbital gap = 0.3587 Eh
Spin multiplicity = 1
SMILES = CCS.CS
HOMO level = -8.96 eV
Charge = 0
E_LUMO = 0.8 eV

Element x y z (Å)
C  -3.610  -0.286  -0.854
S  -2.545  -1.004  -2.156
H  -3.047  0.030  0.020
H  -4.125  0.601  -1.209
H  -4.334  -1.017  -0.515
H  -3.506  -0.830  -3.090
C  3.376  0.178  0.159
C  1.978  0.015  0.718
S  1.691  1.000  2.240
H  4.163  0.208  0.917
H  3.491  0.993  -0.554
H  3.683  -0.699  -0.425
H  1.277  0.432  0.000
H  1.704  -1.019  0.893
H  2.748  1.755  2.283

The relative energies come out as model A 0.117; model B 0.000, with values in eV.

Model A:
Below is 2 unconnected molecules or ions with the total composition C5H8N2O2, with properties calculated with ωB97M-V/def2-TZVPD.

Results
Orbital gap (alpha / beta) = 0.2968 / 0.2969 Eh
Spin multiplicity = 1
HOMO level (alpha / beta) = -7.27 / -7.27 eV
Charge = 0
E_LUMO (alpha / beta) = 0.8 / 0.8 eV

Element x y z (Å)
C  -3.037  -0.143  0.044
C  1.436  -1.415  -0.038
C  -0.131  -1.385  -0.353
C  1.664  0.062  0.271
C  0.182  2.069  0.131
N  -0.514  0.021  -0.453
N  0.540  0.719  -0.006
O  -2.969  -1.156  0.599
O  -3.215  0.936  -0.333
H  1.706  -2.123  0.888
H  2.197  -1.600  -0.898
H  -0.326  -1.821  -1.360
H  -0.555  -1.998  0.395
H  2.480  0.457  0.685
H  0.413  2.676  -0.898
H  -0.830  2.255  0.484
H  0.961  2.447  0.843

Model B:
Below is 2 unconnected molecules or ions with the total composition C5H8N2O2, with properties calculated with ωB97M-V/def2-TZVPD.

Results
Orbital gap (alpha / beta) = 0.2765 / 0.2621 Eh
Spin multiplicity = 1
HOMO level (alpha / beta) = -6.73 / -6.35 eV
Charge = 0
E_LUMO (alpha / beta) = 0.8 / 0.8 eV

Element x y z (Å)
C  0.626  0.007  1.288
C  -0.120  1.503  -2.547
C  0.925  -0.103  -0.846
C  0.966  0.397  2.624
C  -1.183  -1.148  -1.442
N  -0.361  -0.721  0.833
N  -0.107  -0.919  -0.467
O  -0.103  1.150  -3.710
O  1.459  0.478  0.327
H  -0.393  2.578  -2.277
H  1.675  -0.232  -1.663
H  0.839  -0.371  3.346
H  0.292  1.190  2.993
H  2.048  0.720  2.539
H  -1.504  -0.125  -1.712
H  -0.819  -1.821  -2.340
H  -2.118  -1.596  -0.896

The relative energies come out as model A 0.000; model B 2.293, with values in eV.